Version A
{"formula": "C5H8N3", "method": "ωB97M-V/def2-TZVPD", "species": ["C", "C", "C", "N", "C", "N", "C", "N", "H", "H", "H", "H", "H", "H", "H", "H"], "xyz": [[-2.0091, -1.2342, -0.4364], [-1.4029, -0.1386, 0.4967], [-1.8780, 1.1726, 0.0816], [-2.3090, 2.1819, -0.2233], [0.0603, -0.4192, 0.5523], [0.9949, 0.1618, -0.0479], [2.2012, 0.3426, -0.4522], [3.0746, 1.1320, 0.1264], [-2.7974, -0.7978, -1.0456], [-2.4323, -2.0428, 0.1522], [-1.2594, -1.6474, -1.1068], [-1.8076, -0.2844, 1.5085], [0.2943, -1.3056, 1.1498], [2.4669, -0.0920, -1.4148], [3.9429, 1.3626, -0.3329], [2.8608, 1.6086, 0.9924]], "nbo_charge": [-0.583, -0.401, 0.243, -0.228, 0.313, -0.386, 0.386, -0.695, 0.263, 0.244, 0.222, 0.288, 0.218, 0.242, 0.441, 0.432], "orbital_gap_ev": 11.0, "smiles": "C[C@H](C#N)/C=N/C=[NH2+]", "total_charge": 1, "e_homo_ev": -15.33, "e_lumo_ev": -4.38}



Version B
{"formula": "C5H8N3", "method": "ωB97M-V/def2-TZVPD", "species": ["C", "C", "C", "C", "C", "N", "N", "N", "H", "H", "H", "H", "H", "H", "H", "H"], "xyz": [[0.2344, -1.3360, -0.3778], [1.3386, 1.0782, 0.5388], [-0.5299, 0.9145, -1.0048], [-0.7120, -0.3475, -0.1695], [-1.9419, -0.6633, 0.6456], [2.0332, -0.9093, -0.6041], [0.0437, 1.1055, 0.3168], [2.2061, 0.2192, -0.0653], [0.1276, -2.3539, -0.4036], [1.8195, 1.9888, 1.0459], [0.1997, 0.9293, -1.7450], [-1.4220, 1.4701, -1.1870], [-2.8782, -0.5667, 0.1797], [-1.8775, -0.1429, 1.5957], [-1.9189, -1.7285, 1.0148], [3.2776, 0.3424, 0.2198]], "nbo_charge": [0.142, 0.217, -0.183, 0.001, -0.640, -0.113, -0.326, -0.294, 0.231, 0.261, 0.223, 0.258, 0.256, 0.269, 0.250, 0.448], "orbital_gap_ev": [7.9, 7.4], "total_charge": 1, "e_homo_ev": [-13.63, -13.41], "e_lumo_ev": [-5.73, -5.99]}



Stability summary: most stable version A, least stable version B.



Version A
{"formula": "C4H12NO2", "method": "ωB97M-V/def2-TZVPD", "species": ["C", "N", "C", "C", "C", "O", "H", "H", "H", "H", "H", "H", "H", "H", "H", "H", "H", "H", "O"], "xyz": [[1.7881, 0.2204, -0.0798], [1.0338, 1.2741, -0.7709], [-0.1664, 0.8232, -1.4805], [-1.4968, 0.7408, -0.6982], [-1.3154, -0.0150, 0.6109], [-1.0243, -1.3256, 0.4525], [1.8027, 0.4164, 0.9971], [2.8451, 0.2722, -0.3270], [1.3698, -0.7731, -0.2482], [0.7201, 1.9356, -0.0786], [0.1351, -0.1298, -1.9057], [-0.3560, 1.4980, -2.3201], [-1.7699, 1.7823, -0.5084], [-2.1956, 0.2355, -1.3503], [-0.5259, 0.4676, 1.2193], [-2.1139, 0.1158, 1.3643], [-0.2257, -2.1145, 1.5586], [1.0684, -2.8404, 1.4425], [0.4268, -2.5838, 2.1224]], "nbo_charge": [-0.426, -0.621, -0.213, -0.453, -0.154, -0.299, 0.188, 0.197, 0.189, 0.340, 0.193, 0.194, 0.206, 0.224, 0.240, 0.233, 0.470, 0.454, -0.960], "spin_multiplicity": 2, "orbital_gap_ev": [9.9, 6.7], "e_homo_ev": [-9.08, -9.06], "e_lumo_ev": [0.82, -2.39], "s_squared": 0.75}



Version B
{"formula": "C4H12NO2", "method": "ωB97M-V/def2-TZVPD", "species": ["C", "C", "C", "C", "N", "H", "H", "H", "H", "H", "H", "H", "H", "H", "H", "O", "H", "H", "O"], "xyz": [[1.9726, -0.1884, 1.0490], [0.7834, -1.0619, 0.4330], [0.1992, -2.2545, 0.8728], [0.3427, 0.3630, -1.4421], [-0.1070, -0.3443, -0.4657], [2.7128, -0.8918, 1.6509], [1.7893, 0.7272, 1.6383], [2.7400, 0.0130, 0.1946], [-0.2959, -2.9287, 0.2047], [0.2746, -2.7455, 1.8498], [-0.4709, 0.9102, -2.0483], [1.3343, 0.8368, -1.3990], [-1.0607, -0.6067, -0.4559], [-1.7485, 0.7720, 3.2780], [-1.7669, 2.0992, 2.9463], [-1.0979, 1.4249, 3.1463], [-1.3458, 1.1054, -4.3845], [-2.6794, 1.4031, -3.5155], [-1.5761, 1.3670, -3.5525]], "nbo_charge": [-0.679, 0.174, -0.528, -0.292, -0.551, 0.227, 0.242, 0.222, 0.195, 0.196, 0.211, 0.172, 0.397, 0.457, 0.457, -0.913, 0.469, 0.479, -0.933], "spin_multiplicity": 2, "orbital_gap_ev": [6.0, 8.8], "e_homo_ev": [-5.46, -8.25], "e_lumo_ev": [0.53, 0.52], "s_squared": 0.77}



Stability summary: most stable version A, least stable version B.



Version A
{"formula": "C4H10BN", "method": "ωB97M-V/def2-TZVPD", "species": ["B", "C", "C", "C", "C", "N", "H", "H", "H", "H", "H", "H", "H", "H", "H", "H"], "xyz": [[1.3332, -0.6838, -1.0848], [1.8304, 0.2286, 0.0351], [0.8972, 0.0829, 1.2417], [-0.5846, 0.3599, 0.7503], [-2.0893, -0.1991, -0.9849], [-1.1321, -0.7024, -0.0699], [1.4516, -1.3833, -1.9347], [2.8032, 0.1395, 0.3853], [1.9589, 1.2995, -0.3455], [0.9780, -1.0524, 1.5963], [1.2201, 0.6842, 2.1069], [-1.1925, 0.1955, 1.6092], [-0.3731, 1.3155, 0.2968], [-2.3792, -1.0201, -1.6791], [-2.9864, 0.0459, -0.3421], [-1.7353, 0.6895, -1.5805]], "nbo_charge": [0.778, -0.926, -0.370, -0.280, -0.444, -0.480, -0.136, 0.259, 0.267, 0.200, 0.212, 0.210, 0.167, 0.198, 0.182, 0.162], "orbital_gap_ev": [7.9, 6.7], "e_homo_ev": [-7.84, -6.79], "e_lumo_ev": [0.10, -0.13]}



Version B
{"formula": "C4H10BN", "method": "ωB97M-V/def2-TZVPD", "species": ["C", "C", "B", "N", "C", "C", "H", "H", "H", "H", "H", "H", "H", "H", "H", "H"], "xyz": [[2.1047, 0.2151, 0.1735], [0.6142, 0.1494, -0.2878], [-0.4350, 1.3679, -0.0166], [-1.6455, 0.7288, 0.1828], [-1.6541, -0.7393, -0.0812], [-0.1319, -1.0970, 0.0806], [2.5377, -0.7785, 0.5798], [2.2217, 0.8448, 1.1019], [2.6922, 0.6791, -0.7660], [0.7657, 0.2232, -1.4210], [-0.2527, 2.4472, 0.0726], [-2.4010, 1.3459, 0.4068], [-2.0407, -0.7878, -1.1272], [-2.3081, -1.2355, 0.5256], [-0.1442, -1.5176, 1.1615], [0.0772, -1.8457, -0.5853]], "nbo_charge": [-0.601, -0.523, 0.591, -0.813, -0.191, -0.392, 0.209, 0.203, 0.211, 0.212, -0.079, 0.400, 0.175, 0.188, 0.204, 0.206], "orbital_gap_ev": 10.4, "smiles": "C[C@@H]1BNCC1", "e_homo_ev": -9.54, "e_lumo_ev": 0.83}



Version C
{"formula": "C4H10BN", "method": "ωB97M-V/def2-TZVPD", "species": ["C", "C", "C", "B", "N", "C", "H", "H", "H", "H", "H", "H", "H", "H", "H", "H"], "xyz": [[1.9939, -0.7694, 0.5224], [1.6285, 0.6177, -0.0971], [0.3526, 1.3830, 0.3962], [-0.9916, 0.7641, 0.0202], [-1.9709, 0.0270, -0.2104], [-3.2300, -0.4883, -0.5511], [1.6954, -0.9096, 1.5848], [3.1138, -0.7523, 0.4590], [1.7436, -1.5331, -0.1151], [2.4924, 1.4292, 0.1103], [1.5595, 0.3519, -1.1935], [0.5233, 2.2942, -0.0375], [0.3945, 1.3801, 1.4228], [-3.5616, -1.0825, 0.4288], [-4.1087, 0.0939, -0.8385], [-3.0514, -1.4041, -1.2782]], "nbo_charge": [-0.618, -0.351, -0.787, 0.893, -0.819, -0.406, 0.206, 0.210, 0.208, 0.191, 0.205, 0.244, 0.236, 0.186, 0.209, 0.194], "orbital_gap_ev": 10.0, "smiles": "CCC/B=N/C", "e_homo_ev": -9.29, "e_lumo_ev": 0.69}



Stability summary: most stable version B, least stable version A.



Version A
{"formula": "C3H9N2O3", "method": "ωB97M-V/def2-TZVPD", "species": ["N", "C", "O", "O", "H", "H", "C", "N", "C", "O", "H", "H", "H", "H", "H", "H", "H"], "xyz": [[2.9300, -1.0371, -1.1308], [1.5573, -0.6481, -0.9361], [0.8732, -1.4272, -0.2356], [1.2176, 0.4228, -1.4886], [3.1435, -2.0097, -1.0005], [3.2664, -0.5880, -1.9654], [-0.3374, 1.6173, 0.9757], [-1.2481, 0.8376, 0.1044], [-1.8613, -0.2445, 0.8643], [-2.6975, -1.0255, -0.0023], [-0.6172, 1.5488, 2.0296], [-0.2776, 2.6176, 0.5514], [0.6719, 1.1924, 0.9039], [-0.5996, 0.4028, -0.5911], [-1.1125, -0.9133, 1.2707], [-2.5860, 0.2244, 1.5393], [-2.3227, -0.9703, -0.8888]], "nbo_charge": [-0.921, 0.862, -0.816, -0.814, 0.362, 0.362, -0.430, -0.691, 0.093, -0.752, 0.169, 0.187, 0.205, 0.414, 0.165, 0.137, 0.471], "orbital_gap_ev": 8.9, "total_charge": -1, "e_homo_ev": -4.69, "e_lumo_ev": 4.17}



Version B
{"formula": "C3H9N2O3", "method": "ωB97M-V/def2-TZVPD", "species": ["O", "C", "N", "C", "O", "C", "N", "H", "H", "H", "H", "H", "H", "H", "H", "H", "O"], "xyz": [[-1.5269, -0.9323, 1.2364], [-0.8098, -0.5488, 0.2268], [0.2634, 0.3148, 0.2940], [0.7932, 0.6668, 1.6039], [0.5225, 2.0872, 1.8827], [-1.1924, -0.9592, -1.1938], [-0.3372, -2.0700, -1.6926], [1.0288, 1.2537, -1.2100], [1.8980, 0.7260, 1.5359], [0.1478, 0.2443, 2.4480], [-0.9721, -0.0301, -1.9056], [-2.3445, -1.1506, -1.1866], [0.6771, -2.0323, -1.4857], [-0.6477, -2.8188, -0.9955], [1.3291, 0.4463, -2.4104], [0.0758, 2.4965, 1.0448], [1.8267, 1.1199, -1.8523]], "nbo_charge": [-0.768, 0.581, -0.778, 0.051, -0.797, -0.289, -0.855, 0.505, 0.158, 0.190, 0.173, 0.203, 0.370, 0.344, 0.447, 0.459, -0.996], "orbital_gap_ev": 8.1, "total_charge": -1, "e_homo_ev": -4.07, "e_lumo_ev": 4.06}



Stability summary: most stable version A, least stable version B.



Version A
{"formula": "C19H25N3O4", "method": "ωB97M-V/def2-TZVPD", "species": ["C", "C", "O", "C", "C", "C", "C", "C", "N", "O", "C", "C", "C", "C", "O", "N", "C", "C", "C", "C", "C", "N", "C", "C", "O", "C", "H", "H", "H", "H", "H", "H", "H", "H", "H", "H", "H", "H", "H", "H", "H", "H", "H", "H", "H", "H", "H", "H", "H", "H", "H"], "xyz": [[-5.8875, -0.5063, 1.1302], [-5.3412, 0.7431, 0.4491], [-4.0380, 1.0778, 0.8969], [-2.9612, 0.2873, 0.6615], [-1.8903, 0.5185, 1.5254], [-0.6974, -0.1595, 1.4102], [-0.5514, -1.1095, 0.4065], [0.6970, -1.8143, 0.2359], [0.8958, -2.7935, -0.6100], [2.2148, -3.1140, -0.4825], [2.7268, -2.2939, 0.4410], [4.1671, -2.3595, 0.7804], [4.6804, -1.0197, 1.3184], [4.5858, 0.0526, 0.2319], [5.4655, 0.2233, -0.5870], [3.4527, 0.7771, 0.2808], [3.0943, 1.7608, -0.7186], [2.6064, 3.0511, -0.0465], [1.1008, 2.8482, 0.0917], [0.7183, 2.1963, -1.2351], [1.9031, 1.2826, -1.5796], [1.8366, -1.4826, 0.9233], [-1.6080, -1.3568, -0.4683], [-2.8063, -0.6708, -0.3665], [-3.8514, -0.8728, -1.2294], [-3.7332, -1.8749, -2.2109], [-5.8292, -0.3988, 2.2110], [-5.3164, -1.3825, 0.8348], [-6.9251, -0.6528, 0.8441], [-5.9378, 1.6153, 0.7320], [-5.3673, 0.6312, -0.6375], [-2.0344, 1.2597, 2.2954], [0.1134, 0.0234, 2.0968], [4.7193, -2.6464, -0.1171], [4.3145, -3.1424, 1.5306], [4.1041, -0.7285, 2.1958], [5.7300, -1.1317, 1.5903], [2.7152, 0.4752, 0.9028], [3.9966, 1.9187, -1.3140], [3.1070, 3.2192, 0.9056], [2.8080, 3.9007, -0.6993], [0.5658, 3.7804, 0.2655], [0.8827, 2.1693, 0.9167], [-0.2178, 1.6436, -1.1651], [0.6052, 2.9652, -2.0004], [2.1445, 1.3253, -2.6402], [1.6712, 0.2456, -1.3377], [-1.4495, -2.0921, -1.2390], [-2.9322, -1.6500, -2.9213], [-4.6883, -1.8794, -2.7344], [-3.5593, -2.8585, -1.7641]], "nbo_charge": [-0.638, -0.062, -0.493, 0.268, -0.244, -0.183, -0.125, 0.311, -0.159, -0.269, 0.552, -0.463, -0.479, 0.674, -0.637, -0.623, -0.067, -0.408, -0.405, -0.410, -0.410, -0.542, -0.263, 0.294, -0.524, -0.253, 0.212, 0.212, 0.216, 0.186, 0.192, 0.229, 0.229, 0.251, 0.243, 0.221, 0.241, 0.418, 0.240, 0.217, 0.205, 0.214, 0.192, 0.216, 0.199, 0.217, 0.206, 0.239, 0.182, 0.201, 0.181], "orbital_gap_ev": 8.9, "smiles": "CCOc1ccc(-c2noc(CCC(=O)NC3CCCC3)n2)cc1OC", "e_homo_ev": -8.31, "e_lumo_ev": 0.59}



Version B
{"formula": "C19H25N3O4", "method": "ωB97M-V/def2-TZVPD", "species": ["C", "C", "C", "C", "C", "N", "C", "C", "O", "C", "O", "C", "O", "C", "O", "C", "N", "N", "C", "C", "C", "C", "C", "C", "C", "C", "H", "H", "H", "H", "H", "H", "H", "H", "H", "H", "H", "H", "H", "H", "H", "H", "H", "H", "H", "H", "H", "H", "H", "H", "H"], "xyz": [[1.5514, 1.7406, -5.1098], [1.3636, 1.5211, -3.6385], [1.0282, 2.5945, -2.8099], [0.8608, 2.4443, -1.4549], [1.0443, 1.1955, -0.8453], [0.9733, 1.0073, 0.4927], [0.4317, 1.9470, 1.4296], [-1.1115, 1.9819, 1.4132], [-1.5356, 3.2417, 1.8786], [-1.6914, 0.8454, 2.2839], [-1.2516, -0.4109, 1.8409], [-3.2426, 0.8982, 2.3761], [-3.7561, 1.6738, 1.3082], [-3.7258, 1.4509, 3.7297], [-3.5451, 2.8336, 3.8553], [1.3410, 0.0742, -1.6866], [1.4062, -1.2139, -1.2658], [1.2847, -1.4876, -0.0194], [1.3546, -2.8141, 0.3485], [0.7673, -3.1619, 1.5699], [0.8581, -4.4586, 2.0312], [1.5466, -5.4164, 1.3008], [2.1409, -5.0735, 0.0956], [2.0455, -3.7846, -0.3854], [1.5069, 0.2616, -3.0816], [1.8451, -0.9121, -3.9464], [2.5424, 1.4155, -5.4243], [1.4379, 2.7929, -5.3577], [0.8196, 1.1711, -5.6828], [0.8977, 3.5739, -3.2488], [0.6016, 3.3030, -0.8564], [1.0092, 0.0124, 0.7604], [0.7858, 2.9583, 1.2162], [0.7816, 1.6696, 2.4260], [-1.4463, 1.8289, 0.3761], [-2.4563, 3.3513, 1.5987], [-1.2800, 0.9400, 3.2959], [-1.4965, -0.5273, 0.9147], [-3.6021, -0.1406, 2.2908], [-4.6661, 1.9127, 1.5179], [-3.2214, 0.9008, 4.5374], [-4.8040, 1.2848, 3.8270], [-2.6300, 3.0608, 3.6247], [0.2258, -2.4061, 2.1191], [0.3947, -4.7281, 2.9693], [1.6236, -6.4278, 1.6723], [2.6818, -5.8192, -0.4697], [2.5122, -3.4959, -1.3154], [2.8410, -0.7914, -4.3722], [1.1389, -0.9943, -4.7712], [1.8185, -1.8235, -3.3587]], "nbo_charge": [-0.625, -0.086, -0.124, -0.315, 0.207, -0.592, -0.230, 0.068, -0.742, 0.060, -0.714, 0.042, -0.737, -0.083, -0.729, 0.061, -0.174, -0.274, 0.084, -0.161, -0.227, -0.211, -0.207, -0.217, 0.059, -0.654, 0.214, 0.213, 0.213, 0.207, 0.216, 0.444, 0.213, 0.207, 0.179, 0.500, 0.177, 0.474, 0.181, 0.483, 0.168, 0.175, 0.484, 0.227, 0.212, 0.212, 0.213, 0.225, 0.219, 0.217, 0.247], "orbital_gap_ev": 7.1, "smiles": "Cc1ccc(NC[C@H](O)[C@H](O)[C@H](O)CO)c(/N=N/c2ccccc2)c1C", "e_homo_ev": -7.44, "e_lumo_ev": -0.36}



Stability summary: most stable version A, least stable version B.



Version A
{"formula": "C3H8O3S", "method": "ωB97M-V/def2-TZVPD", "species": ["O", "C", "O", "C", "C", "S", "H", "H", "H", "H", "H", "H", "O", "H", "H"], "xyz": [[-2.5371, -0.8547, 1.4613], [-1.3817, -0.6001, 1.6980], [-0.7817, -1.0075, 2.8260], [-0.4617, -0.0007, 0.6864], [-1.1626, 0.6850, -0.4589], [0.0407, 1.0886, -1.8068], [-1.4604, -1.4981, 3.3140], [0.1064, -0.8409, 0.2628], [0.3330, 0.6114, 1.1171], [-1.8806, 0.0125, -0.9191], [-1.5955, 1.6384, -0.2059], [0.7113, 1.9269, -1.0097], [3.1840, -0.6814, -2.4963], [4.0912, -0.6638, -2.1599], [2.7947, 0.1844, -2.3090]], "nbo_charge": [-0.599, 0.790, -0.672, -0.543, -0.475, -0.055, 0.497, 0.256, 0.233, 0.241, 0.221, 0.108, -0.942, 0.467, 0.473], "orbital_gap_ev": 10.0, "smiles": "O=C(O)CCS.O", "e_homo_ev": -9.47, "e_lumo_ev": 0.58}



Version B
{"formula": "C3H8O3S", "method": "ωB97M-V/def2-TZVPD", "species": ["O", "C", "O", "C", "C", "S", "H", "H", "H", "H", "H", "H", "O", "H", "H"], "xyz": [[-2.6746, -0.2683, 1.4717], [-1.5019, -0.4314, 1.6851], [-1.0136, -1.5134, 2.3141], [-0.4231, 0.4627, 1.1234], [-0.6649, 0.7191, -0.3784], [0.8930, 0.9650, -1.2740], [-1.7270, -1.9560, 2.8151], [0.5257, -0.0596, 1.2866], [-0.3492, 1.3836, 1.7106], [-1.2243, -0.1295, -0.7673], [-1.2186, 1.6339, -0.4843], [1.3220, 2.0218, -0.5763], [3.3192, -0.7966, -2.8730], [3.8553, -0.9071, -2.0803], [2.5831, -0.2522, -2.5586]], "nbo_charge": [-0.591, 0.792, -0.683, -0.528, -0.501, -0.056, 0.500, 0.235, 0.240, 0.243, 0.228, 0.126, -0.940, 0.464, 0.472], "orbital_gap_ev": 10.2, "smiles": "O=C(O)CCS.O", "e_homo_ev": -9.66, "e_lumo_ev": 0.53}



Stability summary: most stable version A, least stable version B.